The following is a quantum chemistry calculation of C31H53LuN12O3 as an isolated structure in a non-equilibrium geometry, from the OMol25 dataset.

Kohn-Sham gap (spin up / spin down) = 0.1755 / 0.1756 Eh
HOMO level (spin up / spin down) = -11.21 / -11.21 eV

Structure (ORCA input):
```
! RIJCOSX wB97M-V def2-TZVPD def2/J DEFGRID3
* xyz 2 1
Lu -1.127 -1.336 0.339
C 0.764 -4.281 1.698
C 1.614 -3.098 2.153
N 1.268 -1.796 1.404
C 1.491 -0.609 2.305
C 0.262 -0.187 3.198
N -0.925 -0.987 2.828
C -2.086 -0.574 3.586
C -3.041 -1.706 3.671
C -3.875 -2.010 2.377
N -3.113 -2.646 1.281
C -2.777 -4.039 1.620
C -2.045 -4.695 0.466
N -0.882 -3.834 -0.089
C 0.517 -4.323 0.162
H -0.109 -4.235 2.313
H 1.276 -5.223 2.011
H 2.692 -3.167 1.983
H 1.435 -2.990 3.196
H 1.879 -1.677 0.592
H 1.673 0.286 1.650
H 2.380 -0.743 2.975
H 0.141 0.861 2.977
H 0.404 -0.321 4.298
H -0.791 -1.980 2.954
H -2.531 0.330 3.163
H -1.749 -0.264 4.586
H -3.929 -1.473 4.320
H -2.542 -2.635 3.962
H -4.362 -1.139 1.992
H -4.783 -2.672 2.506
H -3.601 -2.754 0.413
H -3.723 -4.560 1.708
H -2.230 -4.102 2.589
H -2.714 -4.856 -0.392
H -1.592 -5.680 0.726
H -1.010 -3.676 -1.085
H 1.231 -3.579 -0.302
H 0.453 -5.341 -0.249
O -4.156 -2.445 -3.514
C -3.873 -1.346 -4.218
C -4.104 -1.320 -5.600
C -3.869 -0.187 -6.372
C -3.274 0.882 -5.747
C -3.005 0.859 -4.371
C -3.189 -0.249 -3.546
C -2.664 -0.317 -2.149
O -2.846 -1.382 -1.438
N -2.007 0.763 -1.760
N -1.696 0.648 -0.397
C -1.105 1.687 0.205
C -1.557 2.454 1.364
C -2.825 2.436 1.994
C -3.234 3.421 2.827
C -2.263 4.394 3.166
C -1.035 4.223 2.577
N -0.589 3.264 1.864
H -3.760 -2.393 -2.593
H -4.499 -2.281 -6.004
H -4.116 -0.218 -7.423
H -3.115 1.794 -6.334
H -2.582 1.761 -3.912
H -0.096 2.042 -0.076
H -3.503 1.641 1.699
H -4.193 3.423 3.293
H -2.391 5.127 3.944
H -0.261 4.981 2.802
C 4.384 4.359 1.784
C 3.910 5.117 0.518
C 2.489 5.642 0.792
C 4.915 6.228 0.229
N 3.747 4.336 -0.688
N 3.000 3.090 -0.575
H 4.604 5.097 2.574
H 5.328 3.905 1.630
H 3.688 3.619 2.094
H 2.482 6.240 1.695
H 1.745 4.809 0.852
H 2.102 6.306 0.000
H 4.897 7.019 0.983
H 4.802 6.612 -0.797
H 5.892 5.742 0.114
H 4.637 4.161 -1.156
H 2.643 2.765 -1.525
H 2.233 3.033 0.120
C 3.706 -2.128 -4.410
N 2.929 -1.475 -3.387
C 1.478 -1.484 -3.380
C 1.268 -1.265 -1.937
O 0.175 -1.357 -1.316
N 2.462 -1.046 -1.224
C 3.420 -1.221 -2.178
N 4.646 -1.413 -1.761
H 3.127 -2.365 -5.241
H 4.255 -3.021 -4.003
H 4.463 -1.421 -4.890
H 0.979 -2.455 -3.640
H 1.128 -0.759 -4.148
H 4.927 -1.090 -0.843
H 5.398 -1.533 -2.454
*
```

Here are the Löwdin charges for atoms 1 to 4, given in e: atom 1 (Lu): 1.759, atom 2 (C): -0.157, atom 3 (C): -0.165, atom 4 (N): -0.130

The following is a quantum chemistry calculation of a 11-piece molecular cluster, C31H53N2O42S10 overall in a non-equilibrium geometry, from the OMol25 dataset.

Kohn-Sham gap = 0.1300 Eh
HOMO level = -2.71 eV

Structure (ORCA input):
```
! RIJCOSX wB97M-V def2-TZVPD def2/J DEFGRID3
* xyz -1 1
C -4.808 -3.416 -4.827
C -4.346 -2.007 -5.601
C -5.349 -1.764 -6.915
N -5.700 -0.310 -7.142
N -6.752 0.112 -6.344
C -7.978 -0.298 -6.883
O -9.135 -1.014 -6.960
O -4.363 -0.861 -4.678
C -3.012 -0.350 -4.393
C -2.516 -1.128 -3.005
C -2.759 -0.350 -1.579
C -2.302 -1.169 -0.206
C -1.662 -2.679 -0.389
C -1.411 -3.435 -1.839
C -1.865 -2.620 -3.203
H -3.925 -4.216 -4.808
H -5.713 -3.946 -5.349
H -5.095 -3.232 -3.694
H -3.246 -2.241 -6.000
H -6.263 -2.498 -6.889
H -4.691 -2.095 -7.854
H -2.249 -0.442 -5.275
H -3.137 0.820 -4.193
H -3.253 0.732 -1.524
H -2.481 -0.621 0.816
H -1.368 -3.278 0.573
H -0.968 -4.517 -1.969
H -1.750 -3.047 -4.297
C 2.839 -6.795 -2.930
C 3.883 -6.032 -2.118
O 3.485 -4.665 -2.191
S 1.858 -4.590 -2.282
O 1.343 -4.343 -0.954
O 1.501 -3.785 -3.427
O 1.595 -6.157 -2.647
H 3.032 -6.705 -4.004
H 2.796 -7.853 -2.656
H 4.893 -6.161 -2.513
H 3.862 -6.334 -1.066
C 2.529 -1.688 0.476
C 2.515 -0.665 -0.657
O 3.589 0.227 -0.369
S 4.777 -0.600 0.383
O 5.765 -0.969 -0.606
O 5.109 0.090 1.608
O 3.908 -1.928 0.755
H 2.065 -1.281 1.380
H 2.029 -2.619 0.198
H 1.568 -0.123 -0.717
H 2.722 -1.142 -1.621
C 1.075 -5.618 3.085
C 2.119 -4.855 3.896
O 1.721 -3.488 3.824
S 0.094 -3.413 3.733
O -0.421 -3.166 5.061
O -0.263 -2.608 2.588
O -0.169 -4.980 3.368
H 1.268 -5.528 2.011
H 1.032 -6.676 3.358
H 3.129 -4.984 3.502
H 2.098 -5.157 4.949
C -1.948 -2.123 -10.972
C -0.659 -2.887 -10.683
O -0.886 -3.547 -9.440
S -2.468 -3.929 -9.325
O -2.629 -5.308 -9.728
O -2.973 -3.410 -8.075
O -3.004 -2.978 -10.536
H -1.997 -1.198 -10.389
H -2.061 -1.889 -12.034
H 0.210 -2.227 -10.616
H -0.476 -3.653 -11.444
C -0.945 -0.111 6.813
C -1.871 -1.303 7.038
O -2.309 -1.184 8.390
S -2.398 0.397 8.782
O -3.771 0.823 8.629
O -1.637 0.611 9.990
O -1.542 0.975 7.520
H 0.045 -0.294 7.242
H -0.841 0.136 5.753
H -1.366 -2.259 6.879
H -2.753 -1.246 6.391
C 7.418 2.432 1.284
C 7.403 3.455 0.151
O 8.477 4.347 0.440
S 9.665 3.520 1.192
O 10.654 3.150 0.203
O 9.998 4.210 2.417
O 8.796 2.192 1.564
H 6.953 2.839 2.188
H 6.917 1.501 1.006
H 6.457 3.997 0.092
H 7.611 2.978 -0.813
C -8.073 3.252 -4.221
C -8.999 2.060 -3.995
O -9.437 2.179 -2.644
S -9.525 3.760 -2.252
O -10.898 4.186 -2.405
O -8.764 3.974 -1.043
O -8.670 4.338 -3.514
H -7.082 3.069 -3.792
H -7.969 3.499 -5.281
H -8.493 1.104 -4.154
H -9.880 2.118 -4.642
C -6.560 -1.739 11.836
C -6.516 -0.278 12.276
O -5.665 0.371 11.335
S -5.822 -0.361 9.886
O -6.758 0.404 9.093
O -4.507 -0.728 9.415
O -6.580 -1.706 10.410
H -5.657 -2.272 12.152
H -7.442 -2.259 12.218
H -6.130 -0.160 13.291
H -7.507 0.183 12.209
C 1.654 5.238 0.794
C 2.562 6.174 1.586
O 3.888 5.726 1.313
S 3.942 5.125 -0.202
O 4.446 6.158 -1.080
O 4.506 3.796 -0.147
O 2.334 4.998 -0.437
H 1.531 4.279 1.308
H 0.671 5.678 0.606
H 2.359 6.142 2.659
H 2.473 7.205 1.230
C 10.308 7.237 1.987
C 11.352 8.000 2.798
O 10.954 9.367 2.726
S 9.328 9.442 2.635
O 8.812 9.689 3.963
O 8.970 10.247 1.490
O 9.064 7.875 2.270
H 10.501 7.327 0.913
H 10.265 6.179 2.260
H 12.363 7.871 2.404
H 11.331 7.698 3.851
*
```

Here are the Löwdin charges for atoms 1 to 4, given in e: atom 1 (C): -0.088, atom 2 (C): -0.317, atom 3 (C): -0.244, atom 4 (N): -0.242

Here are the calculated relative energy (zero: lowest compared OMol25 entry of this formula, charge and spin) numbers, same order: 2.036; 11.488 (eV).